ORCA calculation (the ωB97M-V functional and the def2-TZVPD basis) on a molecular structure, C15H13AuNO5S in a non-equilibrium geometry.

```
36
Properties=species:S:1:pos:R:3:forces:R:3:mulliken_charge:R:1
O -3.062 -1.246 -0.494 0.0902 0.1395 0.1698 -0.621
C 2.782 -3.446 1.097 -0.0771 0.0209 -0.0245 -0.464
N 1.000 -2.112 0.277 -0.0820 -0.1899 0.0386 -0.488
H -4.841 1.445 0.926 -0.0076 -0.0399 -0.0440 0.385
C -0.637 3.326 -1.068 0.0219 0.0165 -0.0808 0.895
C 3.222 -1.262 0.263 -0.0708 0.0882 -0.0297 -0.715
C 1.432 -3.262 0.827 0.0653 0.0942 -0.0695 0.606
H 1.471 -0.235 -0.444 -0.0370 0.0011 0.0048 0.451
O 0.851 -5.392 1.661 -0.0328 0.0781 -0.0655 -0.712
C -1.644 2.162 0.797 0.0035 0.0399 0.1352 -0.638
O 5.564 -3.741 1.435 0.0321 0.2801 0.3741 -0.708
H -4.841 0.792 -0.752 -0.0630 0.0210 0.0386 0.311
C 1.880 -1.133 0.000 -0.0800 -0.0571 -0.0245 -0.133
C -1.173 2.363 -1.928 -0.0051 -0.0029 0.0181 -0.667
S -3.111 -0.143 0.562 -0.0366 0.0873 0.0550 0.510
O 5.884 -1.576 0.826 -0.0332 -0.0864 0.4665 -0.743
Au -1.046 -1.938 -0.095 0.1812 0.0938 -0.0929 0.388
H 0.635 5.052 -0.815 -0.0319 -0.0369 -0.0253 0.362
C -2.171 1.233 -0.078 -0.0139 -0.1509 -0.1592 0.277
C -0.885 3.212 0.293 0.0040 0.0147 0.0581 -0.636
H -0.382 5.101 -2.260 0.0037 -0.0075 0.0101 0.317
H 3.106 -4.382 1.528 0.0236 0.0027 0.0085 0.555
H -0.458 3.937 0.977 -0.0111 -0.0213 -0.0126 0.307
C -4.742 0.553 0.307 -0.0594 -0.0447 -0.0682 -1.033
C 0.396 -4.364 1.162 -0.2325 0.0622 0.0321 0.346
C 0.209 4.447 -1.615 -0.0175 -0.0757 0.0152 -1.411
H 1.031 4.051 -2.215 -0.0271 0.0185 0.0250 0.336
H -1.799 2.060 1.866 0.0213 -0.0018 -0.0494 0.413
C 5.212 -2.593 1.113 0.2107 -0.3150 -1.1097 0.452
O -0.816 -4.086 0.904 0.2923 -0.2090 0.0533 -0.729
C 3.700 -2.442 0.821 -0.1242 0.0745 0.3450 0.346
H -5.462 -0.207 0.606 0.0033 0.0551 -0.0136 0.383
H -2.319 0.543 -2.101 0.0241 0.0337 0.0333 0.475
C -1.937 1.316 -1.443 0.0470 0.0662 -0.0523 -0.215
H -0.969 2.428 -2.991 -0.0059 -0.0103 0.0348 0.357
H 3.920 -0.463 0.051 0.0246 -0.0390 0.0054 0.442
```
Forces are in eV/Å.

Its total energy is -1544.28903 Ha. The calculation puts the HOMO-LUMO gap at 0.2455 Eh. Its HOMO energy is -0.1799 Eh. Its net charge is -1.